Formula: CH2I2O
Source: OMol25
Level of theory: the ωB97M-V functional and the def2-TZVPD basis

Values from the calculation:
- HOMO energy (spin up / spin down): -0.3276 / -0.3216 Ha
- LUMO (spin up / spin down): -0.84 / -1.97 eV
- Total charge: 0
- Multiplicity: 1
- Energy relative to the best compared isomer or geometry (same formula, charge and spin): 466.1 kJ/mol
- F_max: 1.57 eV/A

```
6
CH2I2O | OMol25 | the ωB97M-V functional and the def2-TZVPD basis
I 0.19 -1.59 0.48
I 0.21 0.62 2.74
O -0.38 1.94 1.57
C 0.10 -0.39 -1.16
H 0.72 -0.45 -2.05
H -0.84 -0.13 -1.58
```